Arrangement i

DFT (ωB97M-V/def2-TZVPD) results for a cluster of 2 separate species, C7H14 in total.

Results
- multiplicity = 1
- SMILES string = C=CCCCC=C.[H][H]
- HOMO energy (eV) = -8.69
- HOMO-LUMO gap (eV) = 9.888
- molecular weight (g/mol) = 98.2

Last column: Löwdin charge in e.
Cartesian coordinates (Å):
C -1.762 0.029 -1.237  -0.031
C -0.630 -0.644 -1.386  -0.261
C 0.736 -0.006 -1.509  -0.203
C 1.149 0.937 -0.364  -0.213
C 1.335 0.285 1.014  -0.215
C 0.082 -0.163 1.744  -0.273
C -1.111 0.419 1.614  -0.028
H -2.738 -0.445 -1.190  0.066
H -1.711 1.102 -1.355  0.065
H -0.771 -1.686 -1.638  0.078
H 1.505 -0.780 -1.622  0.108
H 0.742 0.569 -2.447  0.113
H 2.106 1.396 -0.649  0.108
H 0.439 1.770 -0.288  0.099
H 2.040 -0.553 0.914  0.108
H 1.834 1.010 1.672  0.111
H 0.237 -0.886 2.550  0.099
H -1.984 0.103 2.177  0.064
H -1.228 1.334 1.043  0.054
H -0.167 -2.157 0.133  0.087
H -0.089 -1.855 0.823  0.065


Arrangement ii

DFT (ωB97M-V/def2-TZVPD) results for a cluster of 2 separate species, C7H14 in total.

Results
- multiplicity = 1
- SMILES string = CC(C)(C)C1=CC1.[H][H]
- HOMO energy (eV) = -8.81
- HOMO-LUMO gap (eV) = 9.764
- molecular weight (g/mol) = 98.2

Last column: Löwdin charge in e.
Cartesian coordinates (Å):
C -0.571 1.687 0.423  -0.049
C -0.534 0.190 0.100  -0.578
C -1.340 -0.080 -1.189  -0.046
C -1.141 -0.632 1.244  -0.051
C 0.847 -0.231 -0.274  -0.315
C 1.912 0.055 -0.925  -0.041
C 1.582 -1.406 -0.816  -0.097
H 0.021 1.912 1.316  0.078
H -0.171 2.277 -0.411  0.088
H -1.600 2.017 0.607  0.086
H -2.373 0.258 -1.058  0.087
H -0.906 0.453 -2.042  0.093
H -1.363 -1.149 -1.433  0.087
H -0.615 -0.462 2.189  0.073
H -2.191 -0.354 1.399  0.086
H -1.103 -1.704 1.017  0.088
H 2.352 0.826 -1.531  0.101
H 2.165 -2.106 -0.207  0.078
H 1.089 -1.874 -1.671  0.078
H 1.739 -0.071 1.777  0.071
H 2.199 0.393 1.485  0.084


Arrangement iii

DFT (ωB97M-V/def2-TZVPD) results for the molecule C7H14.

Results
- multiplicity = 1
- SMILES string = CC(C)(C)C1CC1
- HOMO energy (eV) = -10.09
- HOMO-LUMO gap (eV) = 11.079
- molecular weight (g/mol) = 98.2

Last column: Löwdin charge in e.
Cartesian coordinates (Å):
C -0.752 1.678 0.721  -0.060
C -0.489 0.270 0.176  -0.590
C -1.020 0.187 -1.259  -0.055
C -1.196 -0.762 1.068  -0.055
C 0.997 -0.053 0.282  -0.283
C 2.008 -0.118 -0.825  -0.104
C 1.490 -1.383 -0.189  -0.130
H -0.293 1.801 1.710  0.082
H -0.343 2.446 0.053  0.086
H -1.829 1.853 0.828  0.084
H -2.109 0.310 -1.262  0.086
H -0.591 0.977 -1.886  0.084
H -0.803 -0.777 -1.735  0.080
H -0.890 -0.632 2.114  0.089
H -2.284 -0.666 1.017  0.082
H -0.934 -1.784 0.770  0.079
H 1.428 0.265 1.231  0.140
H 1.695 0.053 -1.850  0.093
H 3.014 0.237 -0.616  0.097
H 2.088 -1.995 0.478  0.100
H 0.804 -1.955 -0.812  0.095


Arrangement iv

DFT (ωB97M-V/def2-TZVPD) results for a cluster of 2 separate species, C7H14 in total.

Results
- multiplicity = 1
- SMILES string = C=C(C)C.C=CC
- HOMO energy (eV) = -9.04
- HOMO-LUMO gap (eV) = 10.080
- molecular weight (g/mol) = 98.2

Last column: Löwdin charge in e.
Cartesian coordinates (Å):
C -0.291 -1.350 -0.409  0.010
C -1.277 -0.458 -0.474  -0.443
C -1.171 0.812 -1.281  -0.079
C -2.611 -0.724 0.164  -0.078
H -0.382 -2.255 0.187  0.071
H 0.645 -1.206 -0.934  0.053
H -1.654 0.684 -2.256  0.083
H -1.676 1.647 -0.778  0.081
H -0.131 1.104 -1.457  0.065
H -3.014 0.151 0.687  0.076
H -3.328 -0.986 -0.624  0.083
H -2.560 -1.562 0.866  0.075
C 2.956 -0.166 0.010  -0.029
C 2.020 -0.034 0.945  -0.268
C 1.138 1.166 1.082  -0.118
H 3.631 -1.015 -0.006  0.051
H 3.070 0.575 -0.779  0.060
H 1.888 -0.822 1.688  0.101
H 0.084 0.883 1.169  0.057
H 1.246 1.831 0.219  0.071
H 1.416 1.724 1.982  0.077


Pick arrangement iii: it beats the second-best structure by 0.0300 hartree.


Arrangement i

DFT (ωB97M-V/def2-TZVPD) results for a cluster of 2 separate species, C7H14 in total.

Results
- multiplicity = 1
- SMILES string = CC(C)(C)C1=CC1.[H][H]
- HOMO energy (eV) = -8.77
- HOMO-LUMO gap (eV) = 9.746
- molecular weight (g/mol) = 98.2

Last column: Löwdin charge in e.
Cartesian coordinates (Å):
C 1.778 0.352 -0.257  -0.048
C 0.322 0.450 0.204  -0.588
C -0.317 1.743 -0.329  -0.046
C 0.231 0.430 1.734  -0.050
C -0.507 -0.582 -0.464  -0.306
C -0.770 -1.210 -1.567  -0.028
C -1.917 -1.053 -0.608  -0.105
H 2.249 -0.577 0.083  0.077
H 1.841 0.385 -1.350  0.088
H 2.354 1.194 0.143  0.086
H 0.241 2.611 0.026  0.086
H -0.319 1.739 -1.424  0.094
H -1.356 1.830 0.008  0.089
H 0.691 -0.464 2.170  0.072
H 0.751 1.307 2.141  0.086
H -0.812 0.476 2.065  0.087
H -0.448 -1.416 -2.572  0.098
H -2.330 -1.892 -0.026  0.078
H -2.652 -0.272 -0.819  0.077
H 0.391 -2.405 0.762  0.070
H 0.580 -2.649 0.080  0.082


Arrangement ii

DFT (ωB97M-V/def2-TZVPD) results for a cluster of 2 separate species, C7H14 in total.

Results
- multiplicity = 1
- SMILES string = CCCCC.C#C
- HOMO energy (eV) = -8.14
- HOMO-LUMO gap (eV) = 9.257
- molecular weight (g/mol) = 98.2

Last column: Löwdin charge in e.
Cartesian coordinates (Å):
C 1.872 -1.296 -0.261  -0.201
C 0.945 -0.563 0.670  -0.351
C -0.383 -0.530 -0.122  -0.337
C -1.492 -0.031 0.532  -0.389
C -2.667 0.187 -0.411  -0.132
H 1.865 -2.502 -0.024  0.104
H 1.730 -1.132 -1.499  0.135
H 3.078 -0.994 -0.042  0.101
H 1.317 0.618 0.607  -0.003
H 0.836 -0.850 1.744  0.121
H -0.063 0.199 -0.844  0.084
H -0.783 -1.529 -0.321  0.138
H -1.315 1.041 1.028  0.124
H -1.607 -0.401 1.484  0.085
H -2.865 -0.742 -1.070  0.073
H -3.746 0.632 0.039  0.123
H -2.332 0.882 -1.374  0.116
C 1.804 1.530 -0.444  -0.002
C 0.944 2.038 0.216  0.040
H 2.855 1.108 -0.521  0.108
H 0.008 2.336 0.613  0.062


Arrangement iii

DFT (ωB97M-V/def2-TZVPD) results for the molecule C7H14.

Results
- multiplicity = 1
- SMILES string = C1CCCCCC1
- HOMO energy (eV) = -10.61
- HOMO-LUMO gap (eV) = 11.773
- molecular weight (g/mol) = 98.2

Last column: Löwdin charge in e.
Cartesian coordinates (Å):
C -1.665 0.125 0.233  -0.198
C -1.029 -1.146 -0.333  -0.227
C 0.205 -1.658 0.417  -0.205
C 1.361 -0.641 0.526  -0.205
C 1.424 0.307 -0.677  -0.220
C 0.519 1.545 -0.518  -0.199
C -0.795 1.410 0.300  -0.195
H -2.007 -0.094 1.255  0.106
H -2.579 0.324 -0.340  0.101
H -1.789 -1.940 -0.332  0.108
H -0.776 -0.984 -1.387  0.102
H -0.089 -1.992 1.421  0.107
H 0.566 -2.553 -0.108  0.107
H 1.254 -0.041 1.439  0.108
H 2.307 -1.186 0.633  0.103
H 2.454 0.652 -0.832  0.103
H 1.174 -0.245 -1.592  0.101
H 1.103 2.306 0.019  0.103
H 0.325 1.979 -1.510  0.103
H -1.428 2.263 0.029  0.100
H -0.537 1.571 1.354  0.096


Arrangement iv

DFT (ωB97M-V/def2-TZVPD) results for a cluster of 2 separate species, C7H14 in total.

Results
- multiplicity = 1
- SMILES string = C/C=C1/C[C@H]1C.C
- HOMO energy (eV) = -9.06
- HOMO-LUMO gap (eV) = 10.137
- molecular weight (g/mol) = 98.2

Last column: Löwdin charge in e.
Cartesian coordinates (Å):
C -1.728 -0.904 1.283  -0.093
C -0.899 -1.299 0.089  -0.125
C -0.176 -0.419 -0.578  -0.292
C 0.625 -0.031 -1.741  -0.051
C 0.060 1.014 -0.770  -0.288
C -1.158 1.839 -1.120  -0.066
H -1.780 -1.705 2.027  0.067
H -1.309 -0.014 1.766  0.078
H -2.756 -0.664 0.984  0.074
H -0.896 -2.345 -0.219  0.107
H 1.705 -0.181 -1.706  0.100
H 0.189 -0.134 -2.733  0.106
H 0.812 1.513 -0.157  0.125
H -1.589 2.270 -0.209  0.076
H -1.920 1.191 -1.566  0.085
H -0.936 2.652 -1.818  0.072
C 2.404 -0.618 1.213  -0.035
H 1.370 -0.877 0.997  -0.010
H 3.058 -1.356 0.741  0.027
H 2.555 -0.620 2.293  0.022
H 2.622 0.375 0.811  0.020


Pick arrangement iii: it beats the second-best structure by 0.0693 hartree.